# 1
ORCA calculation (wB97M-V/def2-TZVPD) on a structure of composition C31H25F3MoN4O3S6.

**<S²>**: 2.03
**Spin multiplicity**: 3
**ΔE to the lowest compared entry with this formula, charge and spin**: 0.0 kJ/mol
**DFT total energy**: -119668.8448 eV

Element x y z (Å)
1 Mo -2.113 -0.585 2.308
2 F 1.531 3.694 2.736
3 C 1.048 3.276 3.943
4 F 2.058 2.400 4.360
5 F 0.992 4.333 4.805
6 C -0.340 2.706 3.983
7 C -1.378 3.486 4.467
8 C -2.536 2.897 5.085
9 C -2.748 1.584 4.822
10 N -1.947 0.898 3.952
11 C -0.722 1.382 3.619
12 S 0.260 0.425 2.567
13 H -1.231 4.524 4.415
14 H -3.233 3.398 5.770
15 H -3.568 0.998 5.213
16 S -2.220 -2.629 3.397
17 C -1.356 -3.200 1.941
18 S -0.843 -2.072 0.829
19 C -1.022 -4.538 1.712
20 C -1.136 -5.007 0.385
21 N -1.182 -5.262 -0.749
22 C -0.554 -5.329 2.777
23 N -0.150 -5.984 3.653
24 O -6.711 -0.237 2.239
25 N -6.433 -0.670 1.052
26 C -7.323 -1.487 0.353
27 C -6.984 -2.118 -0.824
28 C -5.726 -1.885 -1.417
29 C -4.822 -1.062 -0.722
30 C -5.198 -0.462 0.514
31 S -4.008 0.352 1.499
32 H -8.265 -1.572 0.824
33 H -7.691 -2.797 -1.322
34 H -5.449 -2.294 -2.407
35 H -3.847 -0.755 -1.200
36 O 2.291 -0.732 -0.287
37 S 3.154 -1.746 -0.931
38 C 4.439 -0.864 -1.946
39 C 4.144 0.633 -2.193
40 C 3.162 0.880 -3.377
41 C 3.017 2.322 -3.874
42 S 1.965 3.363 -2.684
43 O 1.549 2.489 -1.562
44 C 0.520 3.497 -3.823
45 C 0.552 4.235 -5.004
46 C -0.605 4.344 -5.786
47 C -1.801 3.691 -5.441
48 C -1.784 2.854 -4.344
49 C -0.649 2.820 -3.529
50 C 3.971 -2.586 0.469
51 C 3.153 -3.590 0.967
52 C 3.586 -4.373 2.028
53 C 4.830 -4.144 2.619
54 C 5.640 -3.097 2.157
55 C 5.212 -2.334 1.025
56 H 4.519 -1.460 -2.842
57 H 5.354 -0.956 -1.306
58 H 5.123 1.114 -2.387
59 H 3.759 1.136 -1.312
60 H 2.150 0.482 -3.091
61 H 3.521 0.298 -4.296
62 H 2.653 2.426 -4.937
63 H 4.037 2.834 -3.872
64 H 1.432 4.828 -5.206
65 H -0.542 5.041 -6.661
66 H -2.784 3.938 -5.932
67 H -2.640 2.177 -4.028
68 H -0.643 2.095 -2.707
69 H 2.166 -3.735 0.495
70 H 2.824 -5.131 2.325
71 H 5.114 -4.680 3.486
72 H 6.575 -2.892 2.612
73 H 5.879 -1.585 0.600

Mulliken atomic charge list, values in e, 8 entries: Mo -0.09; F -0.20; C 0.71; F -0.21; F -0.27; C -0.28; C -0.45; C -0.61

***

# 2
ORCA calculation (wB97M-V/def2-TZVPD) on a structure of composition C21H19Cl3N4O6S3Zn.

**ΔE to the lowest compared entry with this formula, charge and spin**: 0.0 kJ/mol
**Total charge**: -2
**DFT total energy**: -158817.9319 eV

Element x y z (Å)
1 Zn -1.437 1.275 -0.425
2 C -5.161 1.095 1.547
3 C -4.150 0.846 0.450
4 O -3.306 1.795 0.250
5 C -4.231 -0.330 -0.279
6 C -3.388 -0.659 -1.378
7 C -3.675 -1.852 -2.248
8 N -2.384 0.112 -1.661
9 N -1.671 -0.062 -2.830
10 C -0.756 0.869 -2.937
11 O -0.523 1.828 -2.096
12 C 0.046 0.826 -4.190
13 C 0.354 -0.395 -4.786
14 C 1.077 -0.428 -5.967
15 C 1.486 0.755 -6.571
16 C 1.183 1.972 -5.977
17 C 0.477 2.007 -4.783
18 H -4.629 1.107 2.497
19 H -5.931 0.324 1.561
20 H -5.623 2.075 1.404
21 H -5.018 -1.028 -0.026
22 H -4.607 -2.338 -1.962
23 H -2.848 -2.559 -2.156
24 H -3.716 -1.540 -3.292
25 H 0.020 -1.298 -4.292
26 H 1.332 -1.378 -6.422
27 H 2.042 0.733 -7.502
28 H 1.497 2.897 -6.447
29 H 0.240 2.941 -4.290
30 Cl -1.877 5.040 2.887
31 C -2.185 4.492 1.236
32 Cl -0.738 3.836 0.431
33 H -2.515 5.356 0.672
34 H -2.914 3.688 1.248
35 S 2.123 -5.004 3.059
36 C 2.021 -3.593 2.172
37 S 0.809 -3.382 0.956
38 C 1.479 -1.741 0.527
39 N 2.466 -1.466 1.313
40 N 2.777 -2.459 2.225
41 C 3.827 -2.110 3.115
42 C 4.516 -3.010 3.929
43 C 5.547 -2.563 4.746
44 C 5.918 -1.230 4.772
45 C 5.231 -0.331 3.969
46 C 4.200 -0.760 3.153
47 S 0.863 -0.873 -0.755
48 H 4.258 -4.052 3.935
49 H 6.062 -3.286 5.367
50 H 6.730 -0.897 5.409
51 H 5.496 0.719 3.977
52 H 3.657 -0.064 2.533
53 O -0.480 -0.321 3.541
54 Cl -0.890 0.829 2.805
55 O 0.015 1.915 3.019
56 O -2.221 1.213 3.180
57 O -0.870 0.464 1.386

Mulliken atomic charge list, values in e, 8 entries: Zn 0.51; C -1.33; C 1.34; O -0.94; C -1.64; C 1.41; C -1.37; N 0.76

***

ΔE to the lowest compared entry with this formula, charge and spin of number 2 (C21H19Cl3N4O6S3Zn)?
0.0 kJ/mol

***

Repeat the second record exactly.
ORCA calculation (wB97M-V/def2-TZVPD) on a structure of composition C21H19Cl3N4O6S3Zn.

**ΔE to the lowest compared entry with this formula, charge and spin**: 0.0 kJ/mol
**Total charge**: -2
**DFT total energy**: -158817.9319 eV

Element x y z (Å)
1 Zn -1.437 1.275 -0.425
2 C -5.161 1.095 1.547
3 C -4.150 0.846 0.450
4 O -3.306 1.795 0.250
5 C -4.231 -0.330 -0.279
6 C -3.388 -0.659 -1.378
7 C -3.675 -1.852 -2.248
8 N -2.384 0.112 -1.661
9 N -1.671 -0.062 -2.830
10 C -0.756 0.869 -2.937
11 O -0.523 1.828 -2.096
12 C 0.046 0.826 -4.190
13 C 0.354 -0.395 -4.786
14 C 1.077 -0.428 -5.967
15 C 1.486 0.755 -6.571
16 C 1.183 1.972 -5.977
17 C 0.477 2.007 -4.783
18 H -4.629 1.107 2.497
19 H -5.931 0.324 1.561
20 H -5.623 2.075 1.404
21 H -5.018 -1.028 -0.026
22 H -4.607 -2.338 -1.962
23 H -2.848 -2.559 -2.156
24 H -3.716 -1.540 -3.292
25 H 0.020 -1.298 -4.292
26 H 1.332 -1.378 -6.422
27 H 2.042 0.733 -7.502
28 H 1.497 2.897 -6.447
29 H 0.240 2.941 -4.290
30 Cl -1.877 5.040 2.887
31 C -2.185 4.492 1.236
32 Cl -0.738 3.836 0.431
33 H -2.515 5.356 0.672
34 H -2.914 3.688 1.248
35 S 2.123 -5.004 3.059
36 C 2.021 -3.593 2.172
37 S 0.809 -3.382 0.956
38 C 1.479 -1.741 0.527
39 N 2.466 -1.466 1.313
40 N 2.777 -2.459 2.225
41 C 3.827 -2.110 3.115
42 C 4.516 -3.010 3.929
43 C 5.547 -2.563 4.746
44 C 5.918 -1.230 4.772
45 C 5.231 -0.331 3.969
46 C 4.200 -0.760 3.153
47 S 0.863 -0.873 -0.755
48 H 4.258 -4.052 3.935
49 H 6.062 -3.286 5.367
50 H 6.730 -0.897 5.409
51 H 5.496 0.719 3.977
52 H 3.657 -0.064 2.533
53 O -0.480 -0.321 3.541
54 Cl -0.890 0.829 2.805
55 O 0.015 1.915 3.019
56 O -2.221 1.213 3.180
57 O -0.870 0.464 1.386

Mulliken atomic charge list, values in e, 8 entries: Zn 0.51; C -1.33; C 1.34; O -0.94; C -1.64; C 1.41; C -1.37; N 0.76

***

ΔE to the lowest compared entry with this formula, charge and spin of number 1 (C31H25F3MoN4O3S6)?
0.0 kJ/mol